Entry 1:
{"formula": "C29H63N3O4S", "method": "ωB97M-V/def2-TZVPD", "species": ["C", "C", "C", "C", "C", "C", "N", "O", "C", "C", "C", "H", "H", "H", "H", "H", "H", "H", "H", "H", "H", "H", "H", "H", "H", "H", "H", "H", "H", "H", "C", "C", "C", "C", "C", "C", "N", "O", "C", "C", "C", "H", "H", "H", "H", "H", "H", "H", "H", "H", "H", "H", "H", "H", "H", "H", "H", "H", "H", "H", "C", "C", "C", "C", "C", "C", "N", "O", "C", "C", "C", "H", "H", "H", "H", "H", "H", "H", "H", "H", "H", "H", "H", "H", "H", "H", "H", "H", "H", "H", "C", "S", "O", "C", "H", "H", "H", "H", "H", "H"], "positions_angstrom": [[-6.2051, -1.2144, 2.7279], [-4.8947, -1.2146, 1.8431], [-5.2085, -1.6707, 0.3817], [-6.1861, -0.6906, -0.4124], [-5.6105, 0.7161, -0.3733], [-5.0256, 1.2372, 0.9175], [-4.3794, 0.2256, 1.8120], [-3.6900, 0.7027, 2.9884], [-3.7956, 2.0714, 0.3869], [-6.0866, 2.1144, 1.7069], [-3.9584, -2.1691, 2.4873], [-6.7819, -0.3212, 2.4877], [-6.0738, -0.9723, 3.7825], [-6.8133, -2.1134, 2.6277], [-4.2330, -1.6248, -0.1026], [-5.7443, -2.6199, 0.3933], [-7.0960, -0.6250, 0.1843], [-6.5490, -1.0675, -1.3686], [-6.2165, 1.5311, -0.7691], [-4.8220, 0.7874, -1.1226], [-2.9554, 1.4403, 0.0969], [-3.9852, 2.8222, -0.3801], [-3.4151, 2.6527, 1.2268], [-6.1113, 1.9458, 2.7834], [-5.9392, 3.1942, 1.7299], [-7.0493, 1.7806, 1.3197], [-2.9648, -2.1328, 2.0405], [-4.3390, -3.1895, 2.5328], [-3.7148, -1.8666, 3.5057], [-4.2984, 0.9859, 3.6749], [3.9534, -2.5595, 1.5188], [3.1741, -3.8403, 1.2549], [2.7781, -4.3020, 2.6399], [1.6361, -5.3588, 2.5235], [0.4619, -4.8091, 1.7314], [0.7199, -4.2857, 0.2890], [1.9571, -3.4361, 0.3969], [2.2725, -2.8017, -0.7842], [0.8145, -5.3855, -0.8111], [-0.5764, -3.4302, -0.2290], [4.1629, -4.8391, 0.5199], [4.3108, -2.0088, 0.6488], [4.8141, -2.5534, 2.1876], [3.3230, -1.8106, 1.9983], [3.6822, -4.6965, 3.1039], [2.4204, -3.5358, 3.3276], [1.2206, -5.5609, 3.5107], [2.0996, -6.2225, 2.0467], [0.0123, -4.0741, 2.3990], [-0.2799, -5.5884, 1.5569], [1.0102, -5.0088, -1.8150], [1.5317, -6.1434, -0.4960], [-0.0962, -5.9843, -0.8018], [-0.4092, -3.0599, -1.2405], [-1.4011, -4.1378, -0.3136], [-0.8824, -2.6891, 0.5094], [5.0479, -4.9971, 1.1363], [4.3596, -4.6880, -0.5416], [3.7513, -5.8418, 0.4047], [1.8589, -1.9457, -0.6508], [5.2964, 2.8165, -1.6003], [4.0219, 3.1227, -2.5331], [2.9135, 2.4815, -1.7524], [1.6984, 2.8448, -2.4526], [1.4500, 4.3523, -2.2675], [2.6225, 5.2745, -2.8392], [3.9113, 4.6203, -2.6243], [4.8718, 5.1718, -3.3233], [2.2435, 5.5336, -4.3255], [2.6259, 6.6527, -2.0285], [4.1254, 2.4827, -3.8807], [6.2111, 3.1378, -2.0984], [5.5010, 1.7583, -1.4376], [5.2297, 3.4335, -0.7041], [3.2314, 1.4388, -1.7559], [2.8104, 2.8419, -0.7289], [0.9287, 2.2550, -1.9548], [1.5839, 2.4754, -3.4717], [1.0934, 4.6652, -1.2862], [0.5087, 4.6329, -2.7400], [3.0115, 6.0688, -4.8840], [2.1717, 4.4985, -4.6594], [1.2432, 5.9545, -4.4270], [3.6391, 7.0326, -1.8977], [2.1292, 7.4769, -2.5405], [2.0682, 6.5206, -1.1013], [3.5931, 2.8534, -4.7567], [3.7509, 1.4684, -4.0185], [5.1491, 2.5833, -4.2412], [5.1724, 5.8828, -2.7526], [0.1511, -0.8701, 2.4460], [1.2255, 0.3599, 1.5199], [1.7291, -0.3194, 0.2659], [-0.1620, 1.5370, 1.0729], [0.3181, -1.7798, 1.8692], [-0.9215, -0.7313, 2.5815], [0.5422, -0.9711, 3.4584], [0.1499, 2.3647, 0.4360], [-0.6499, 1.9708, 1.9458], [-0.7753, 0.9873, 0.3589]], "forces_ev_per_a": [[-0.089, 2.008, -0.119], [-1.563, -0.164, 0.105], [-0.892, 2.189, -0.646], [-0.159, 0.119, 2.371], [0.594, -0.802, -1.894], [1.536, 1.851, 0.088], [-1.255, -0.222, 1.932], [-0.206, -1.264, -3.110], [0.554, 0.819, 1.869], [0.406, -0.917, 0.603], [1.973, 0.234, 0.905], [-0.583, -0.357, -0.679], [0.805, -0.716, 0.204], [0.321, 0.028, -0.241], [-0.079, -0.851, -0.372], [0.811, -0.273, 0.166], [-0.323, -0.340, 0.128], [0.704, 0.141, -0.136], [-0.736, -0.225, 0.365], [0.380, -0.518, 0.034], [-0.337, -0.197, -0.274], [-0.619, -0.469, -0.152], [0.126, 0.091, 0.137], [0.106, -0.586, 0.121], [0.131, -0.063, -1.037], [-0.100, 0.562, 0.105], [-0.061, -0.431, -0.566], [-0.084, 0.191, -0.303], [-0.433, -0.017, 0.226], [-0.918, 0.156, 0.121], [0.170, 2.013, -0.290], [0.709, 1.020, -1.894], [-1.465, -1.517, -0.187], [1.055, 0.594, -0.162], [-0.265, -0.461, -1.178], [0.193, 1.229, -0.712], [-1.016, -0.809, 2.396], [0.397, -0.524, -0.803], [0.132, -0.704, 1.519], [1.381, -1.164, 1.003], [-1.300, -0.847, 0.476], [-0.077, -0.468, -0.439], [0.103, -1.069, 0.066], [-0.505, -0.108, 0.062], [-0.092, -0.303, 0.063], [0.068, 0.591, -0.440], [0.369, -0.574, 0.052], [-0.416, -0.384, 0.210], [-0.250, 0.483, -0.412], [-0.198, -0.224, 0.460], [0.135, 0.083, 0.266], [0.588, 0.175, -0.339], [-0.401, 0.290, -0.260], [0.161, 0.392, 0.265], [-0.018, -0.171, 0.105], [0.146, 0.356, -0.297], [0.252, 0.385, -0.305], [0.342, 1.162, 0.248], [-0.512, -0.264, 0.599], [0.210, 0.673, -0.046], [0.208, 0.963, -1.890], [2.063, 0.977, 1.818], [1.338, 0.235, -0.337], [-3.015, -0.223, 0.553], [-0.162, 0.517, -0.898], [-1.756, 0.941, 0.775], [-3.847, -2.856, 3.202], [2.851, 1.661, -2.247], [0.542, -1.298, 0.675], [-0.240, -0.693, -0.824], [0.782, -0.552, -2.189], [0.053, 0.296, -0.200], [-0.636, -0.060, 0.311], [-0.239, -0.426, 0.179], [-0.743, -0.198, 0.213], [0.463, 0.004, 0.160], [-0.823, 0.289, 0.131], [0.541, 0.428, -0.253], [1.077, -0.526, 0.829], [0.127, 0.008, -0.991], [-0.187, 0.011, 0.037], [-0.001, 0.133, -0.910], [0.238, 0.331, 0.116], [0.028, -0.239, 0.456], [-0.250, -0.213, -0.383], [0.563, 0.066, 0.287], [-0.459, 1.259, 0.487], [0.619, -0.562, 0.978], [0.192, -0.504, 0.099], [0.635, 0.180, -0.125], [0.517, -0.029, -0.179], [-0.597, 0.017, -0.326], [-1.118, 0.924, 1.062], [0.591, -0.384, -0.962], [0.223, -0.118, 0.182], [-0.048, 0.655, -0.543], [0.352, -0.062, -0.151], [0.838, 0.071, 0.289], [-0.103, -0.505, 0.061], [-0.523, -0.347, 0.528]], "relative_energy_ev": 1.764, "fmax_ha_per_bohr": 0.11207, "charge": 1, "orbital_gap_ev": [6.10, 2.14], "lumo_energy_ev": [-3.10, -7.06], "multiplicity": 2}

---

Entry 2:
{"formula": "C5H12NO", "method": "ωB97M-V/def2-TZVPD", "species": ["C", "C", "C", "C", "C", "N", "O", "H", "H", "H", "H", "H", "H", "H", "H", "H", "H", "H", "H"], "positions_angstrom": [[0.1870, 2.3847, -1.6565], [0.1753, -1.3548, -1.1488], [-0.5898, -1.4207, 3.1765], [-0.2473, 0.9845, -1.4347], [0.5711, -0.0208, -1.1513], [0.0502, -0.7316, 2.1662], [-0.6610, 0.3772, 1.8801], [0.6285, 2.4658, -2.6128], [-0.6914, 3.0518, -1.6848], [0.9295, 2.6928, -0.9565], [0.4206, -1.8886, -0.2303], [0.6351, -1.8507, -2.0206], [-0.8417, -1.4128, -1.4740], [-1.6125, -1.0824, 3.2664], [0.2403, -1.1997, 4.0455], [-0.5789, -2.5602, 2.8511], [-1.3282, 0.7628, -1.6067], [-0.1851, 0.9604, 1.2823], [1.6843, 0.0701, -1.2325]], "forces_ev_per_a": [[-1.423, 0.267, 0.033], [-0.826, -3.232, -1.095], [0.849, -2.030, -0.006], [-0.869, 0.175, 0.164], [2.369, 2.638, -0.664], [-1.342, 4.287, -1.537], [1.074, -3.938, 2.069], [0.565, 0.121, -1.244], [0.559, -0.058, 0.328], [0.408, 0.446, 0.633], [-0.135, -0.390, -0.035], [0.484, -0.263, 0.623], [-1.152, -0.386, 0.665], [-0.127, 0.200, 0.934], [-1.915, -0.787, -1.457], [0.488, 2.025, 1.027], [0.861, 0.068, 0.304], [1.004, 0.122, -1.356], [-0.869, 0.737, 0.614]], "relative_energy_ev": 6.056, "fmax_ha_per_bohr": 0.09234, "charge": 1, "orbital_gap_ev": [4.84, 4.84], "lumo_energy_ev": [-7.96, -7.95]}

---

Entry 3:
{"formula": "C9Cl2N3O3", "method": "ωB97M-V/def2-TZVPD", "species": ["N", "C", "C", "C", "C", "N", "C", "O", "C", "Cl", "C", "Cl", "C", "O", "O", "C", "N"], "positions_angstrom": [[1.0239, -2.3886, 2.6929], [0.5775, -1.5250, 2.0416], [0.0416, -0.4779, 1.2364], [-1.0698, -0.6762, 0.4685], [-1.7460, -1.9315, 0.4623], [-2.2902, -2.9671, 0.4456], [-1.6387, 0.3913, -0.3861], [-2.6840, 0.2225, -1.0042], [-0.8567, 1.6588, -0.4454], [-1.4066, 2.8346, -1.5433], [0.2584, 1.8545, 0.3148], [1.1656, 3.2889, 0.2150], [0.7680, 0.8126, 1.2509], [1.7302, 0.9919, 1.9894], [1.1891, -0.7318, -1.7228], [2.0418, -0.6923, -2.5761], [2.8960, -0.6645, -3.4395]], "forces_ev_per_a": [[-1.050, 1.933, -1.393], [1.127, -2.053, 1.524], [-1.032, -0.437, -0.836], [1.039, -0.003, 0.842], [-1.248, -2.464, -0.149], [1.165, 2.311, 0.111], [-1.095, 0.060, -1.064], [1.514, 0.299, 0.974], [0.991, 0.095, 0.611], [-0.122, -0.021, -0.014], [-0.913, -0.216, -0.701], [0.065, 0.001, 0.105], [1.337, 0.502, 0.625], [-1.493, -0.220, -1.065], [-1.314, 0.177, 1.532], [3.279, 0.058, -3.402], [-2.249, -0.020, 2.299]], "fmax_ha_per_bohr": 0.09189, "charge": -1, "orbital_gap_ev": 4.03, "lumo_energy_ev": -0.35}